(1)
This record from OMol25 describes C6H15ClI2O2PSm as an isolated structure. The level of theory is ωB97M-V/def2-TZVPD.

- Gap between HOMO and LUMO (alpha / beta): 5.7 / 5.9 eV
- Expectation value of S²: 8.80

Geometry as ORCA input:
```
! wB97M-V def2-TZVPD RIJCOSX def2/J DEFGRID3
* xyz 2 6
H 2.82246 -0.77422 1.83066
H 2.58975 -2.63195 -1.75665
H -5.41231 -0.03971 0.54068
Cl -0.46320 0.67187 -2.50110
O -0.18976 -0.39850 3.23551
H -4.96070 1.66241 0.30269
I 2.11749 4.66907 -1.15689
C -3.36436 0.22807 0.15605
C 2.95443 0.27878 -1.10932
C -0.20851 -0.20800 2.12603
H -2.99062 -0.69540 0.63273
H 3.85480 -0.28369 -1.36632
H 0.96765 -3.03350 -1.07664
O -2.38646 1.34183 0.48987
H -3.39157 0.11596 -0.94088
C 1.59213 -2.25222 -1.52723
H 3.56703 -2.02687 0.75585
H 1.09521 -1.86842 -2.42729
I 1.74012 4.41353 1.55197
P 1.88206 -0.93777 -0.34160
C -4.65786 0.71231 0.75115
H 1.98240 -2.32885 1.57791
Sm -0.48852 0.36113 -0.04690
H 2.48579 0.70757 -2.00397
H 3.17410 1.09122 -0.40647
C 2.64052 -1.58550 1.12207
H -2.39163 1.97603 -0.24408
H -4.56045 0.83481 1.83219
*
```

(2)
This record from OMol25 describes one molecule with the formula C3H6N2O2. The level of theory is ωB97M-V/def2-TZVPD.

- Gap between HOMO and LUMO: 8.6 eV

Geometry as ORCA input:
```
! wB97M-V def2-TZVPD RIJCOSX def2/J DEFGRID3
* xyz 0 1
H -0.19579 1.28574 -1.07781
N -1.17293 -0.89358 0.53872
O -0.87209 1.39662 0.87101
H -2.47617 0.39503 1.59640
H -0.28926 -1.36112 -0.59045
N 0.74519 -1.12074 -0.96761
H 0.90912 2.00626 0.13122
H 0.80429 -0.70463 -1.89364
H 1.42856 -1.86389 -0.82418
C 0.17684 1.21418 -0.04093
C 0.85128 -0.13241 0.20267
O 1.66549 -0.40159 1.04510
C -1.57453 0.18014 1.00949
*
```

(3)
This record from OMol25 describes C40H48BaN5O3P2 as an isolated structure. The level of theory is ωB97M-V/def2-TZVPD.

- Gap between HOMO and LUMO: 7.7 eV

Geometry as ORCA input:
```
! wB97M-V def2-TZVPD RIJCOSX def2/J DEFGRID3
* xyz 1 1
P -2.00515 1.08529 -1.83282
C 3.34759 2.15310 5.94976
N -0.59323 -0.71575 0.36421
C -2.38092 3.28123 -5.23916
H 1.99317 -2.89952 -2.24241
C -1.80357 2.48524 -6.22158
C 2.04807 2.53518 6.25521
C -2.46670 2.82171 -3.93474
H -4.74917 0.24875 6.43457
H -2.61932 -0.82705 7.09596
H -2.65835 -1.23850 -2.28409
H -4.70086 1.23647 -3.23829
H -0.88502 0.59991 -6.65827
C -3.95322 1.16254 0.06907
C -1.60649 -1.24388 -0.39619
N 1.68021 -0.33860 -2.12114
H 3.17213 3.23631 -1.13418
C -1.53948 -0.06570 5.41215
H 0.15328 -1.48962 3.58481
O 1.16113 3.74759 -1.04823
H 0.87665 5.51239 0.00610
C 1.37149 5.84646 -2.08061
H -1.04961 -0.22796 -4.35336
C 2.90188 -0.45526 -0.08073
C -5.23942 1.15106 0.58945
N 2.19159 -5.00914 -0.90094
H 2.29143 3.16546 -2.67915
C 3.33352 -4.10180 -1.08271
H 1.69989 -0.25160 -3.13107
H -0.60540 -0.52397 5.71874
C -4.84291 1.21508 -2.16407
H 3.35696 5.62517 -1.23990
H 1.39809 6.92049 -1.90400
C 1.05721 -4.61166 -0.31751
C 2.53356 0.97341 4.01552
H -3.21130 -2.69983 0.00432
H 4.18643 -4.73618 -1.31164
O 2.89802 -1.49475 0.59145
C -3.86776 0.37092 5.81808
H -6.97975 1.24451 -2.31308
C 1.22261 1.34106 4.32553
H -3.10409 1.11590 0.74565
H 0.13658 -3.16413 0.77830
H 3.54890 -3.62090 -0.13132
C 0.25204 -0.85569 2.70328
H -2.07691 -2.74933 2.50198
C 3.07038 -3.08419 -2.19778
N 0.98063 -3.44109 0.27222
H -0.43119 5.04578 -1.10795
H -2.76915 4.26022 -5.49081
C 2.43237 3.73759 -1.75942
H 1.80471 -2.84698 0.39074
H 3.28916 -3.57095 -3.15002
H -1.74134 2.83946 -7.24237
H 0.02123 -6.34523 -0.66778
H -0.01643 2.43202 5.70806
C -1.74433 -2.18868 1.63992
H 1.84834 3.14010 7.13025
H 4.10497 -1.49621 -3.15698
P -0.13361 0.91530 3.17889
C -1.41265 0.76548 -4.58434
C -1.79345 -0.76910 -1.81385
C -6.32906 1.18861 -0.26827
H 2.75093 0.38070 3.13422
H -2.83989 1.90650 2.98541
H -2.91843 3.45236 -3.17620
H 1.12380 -1.15416 -1.88013
H -7.33485 1.19220 0.13208
C -3.92832 1.13358 4.66391
C -2.33387 -2.16300 0.33661
C -0.68815 -1.29503 1.61160
H 0.88857 5.66742 -3.04292
H 2.18133 -5.88749 -1.38848
H 3.60657 0.38055 -1.88767
H -0.84034 -5.13015 0.19262
C 3.81352 -1.74578 -2.13356
C -2.79008 1.29588 3.88043
C -1.98615 1.55516 -3.59081
C -6.12911 1.21954 -1.64351
C -1.58739 0.70153 4.24635
C 0.99301 2.13600 5.44813
H 1.29035 -0.92612 2.37040
H 4.75158 -1.84281 -1.58019
C 3.06111 -0.51919 -1.60147
H -5.38602 1.11247 1.66165
C -3.74267 1.19620 -1.30994
C 0.64914 5.10042 -0.97996
Ba 0.47748 1.45619 0.15545
C -1.32061 1.22917 -5.89263
H 3.30217 5.31506 -2.97694
H -4.85624 1.61177 4.37599
C 2.75422 5.19881 -2.04302
C -2.67040 -0.23271 6.19259
H 4.16668 2.46030 6.58694
H 4.59591 1.07161 4.57562
N -0.03597 -5.39474 -0.35226
O 2.61169 0.70803 0.38966
C 3.58717 1.37462 4.82707
H -0.92165 -1.01915 -2.42252
*
```

(4)
This record from OMol25 describes C21H25F5N2O7S2SiTi as an isolated structure. The level of theory is ωB97M-V/def2-TZVPD.

- Gap between HOMO and LUMO (alpha / beta): 5.7 / 6.5 eV
- Expectation value of S²: 0.78

Geometry as ORCA input:
```
! wB97M-V def2-TZVPD RIJCOSX def2/J DEFGRID3
* xyz -1 2
C 1.13598 1.65729 -1.10911
F 4.45433 -4.04654 -2.76578
H 1.05192 4.75028 3.14919
O -0.10730 2.38035 1.55505
O 1.16406 -0.08878 0.87681
H -2.06808 -1.20834 -2.43905
H 0.63589 2.03025 4.57535
C -4.38065 1.85386 -3.71278
C -2.70883 0.85031 -2.28684
C -0.43760 2.11215 4.39196
C 2.48082 1.33045 -0.47462
H -1.04582 -3.53212 1.21471
H -2.84616 3.79132 1.66393
C -0.03140 4.82474 3.02912
C 1.87218 -5.53735 -0.75250
C -3.63238 0.75743 -3.35186
O -1.09849 -0.26510 -0.90574
C 3.68247 -4.93901 -2.12600
H 2.81426 2.15534 0.16436
H -3.12815 3.78288 3.41696
C -2.59000 2.11489 -1.62443
Si -0.78654 3.11862 2.85220
C -0.62224 -2.52688 1.21784
C -3.36597 3.19483 -2.02834
C -1.95213 -0.26885 -1.90281
N 3.35171 -0.58181 0.82489
H 0.06112 -2.38581 2.05398
H 4.14935 -0.56516 0.20972
C -4.27275 3.08550 -3.07295
H -2.89207 -2.92781 2.94336
C 2.58828 -4.50283 -1.36833
C -2.53358 -1.90078 3.00665
H 3.28421 1.12452 -1.18895
F 5.11156 -6.61781 -2.98267
H -4.88027 3.91741 -3.39155
O -5.42758 0.63783 -5.37499
H 3.10851 -1.51351 1.13780
O -1.73611 2.27081 -0.61647
H -0.10194 -2.34631 0.27786
H -0.43245 5.35604 3.89595
O -5.99381 2.69518 -5.13150
S -1.97975 -1.38549 1.38541
H -3.07095 2.26302 2.50442
C 3.29991 -7.25266 -1.62180
S 2.14973 -2.83432 -1.19805
C -2.63378 3.26048 2.59421
H -0.22790 5.42826 2.14051
H -1.70261 -1.81964 3.70583
H -3.24151 4.13126 -1.50022
H -0.82864 1.10197 4.25198
H 0.97622 1.05017 -2.00338
O -1.38738 -0.01242 1.71402
C 4.03899 -6.26835 -2.25175
C 2.20565 -6.87316 -0.86690
Ti -0.44072 1.18691 0.20934
H 1.06810 2.71036 -1.38842
H -3.75421 -0.17534 -3.88338
F 0.79608 -5.25180 0.00564
H -3.34499 -1.24108 3.30580
F 3.63811 -8.54911 -1.74089
F 1.47125 -7.81478 -0.24888
H -0.90418 2.54887 5.27857
C 2.29921 0.15342 0.44004
N -5.33678 1.71698 -4.81731
*
```

Energy above the lowest of the compared OMol25 structures with the same formula, charge and spin
In order: 21.2 90.4 7.2 9.2
Unit: kcal per mole
DFT total energy
In order: -2442.38601 -377.81520 -2760.70456 -3886.25989
Unit: a.u.